The following is a quantum chemistry calculation of a molecular structure, C41H49BF6I2N9O4S4Y in a non-equilibrium geometry, from the OMol25 dataset.

Values from the calculation:
Multiplicity = 1
E_tot = -142491.16255 eV
LUMO energy = 0.336 eV
Relative energy (zero: lowest compared OMol25 entry of this formula, charge and spin) = 14.3 kcal per mole
Orbital gap = 7.8 eV

XYZ file:
```
117
Properties=species:S:1:pos:R:3:forces:R:3:mulliken_charge:R:1
Y -0.30120 -0.43090 -0.13000 0.60 0.82 -0.11 -0.3756
C -5.75910 3.50610 1.10670 0.15 -0.05 -0.14 -1.8964
C -4.75850 2.97970 0.06930 -0.76 -0.21 -0.18 1.6496
C -4.97600 3.70410 -1.26400 0.15 -0.07 0.16 -1.7064
C -4.99950 1.48920 -0.13970 -0.04 0.11 0.05 -2.3319
N -3.40490 3.26610 0.57050 0.72 0.01 0.11 1.1340
C -2.98100 4.56780 0.70370 0.41 0.50 0.18 -0.6886
C -1.81510 4.56150 1.38070 -0.36 0.28 -0.19 -1.5002
N -1.50040 3.26290 1.67640 -0.56 -0.01 0.06 0.6653
B -0.36270 2.95060 2.67630 0.03 -0.28 -0.30 0.9418
N -0.51740 1.57710 3.34950 0.07 -0.17 0.60 0.2605
C -1.45470 1.45740 4.33670 -0.12 -0.26 0.42 -1.6256
C -1.29820 0.25620 4.92200 -0.49 0.58 0.14 -0.4240
N -0.24660 -0.37880 4.30960 -0.32 0.52 -0.37 0.7996
C 0.19130 0.43400 3.31330 0.47 0.25 -0.26 -0.0836
S 1.40600 0.16230 2.14700 0.57 -0.16 -0.58 -0.2189
C 0.23690 -1.64720 4.87060 0.40 -0.66 0.26 1.6180
C 1.39340 -2.21520 4.06370 -0.13 0.08 0.05 -2.3008
C -0.90040 -2.67370 4.86810 0.11 0.13 -0.14 -1.4515
C 0.69580 -1.37060 6.31190 -0.07 0.00 -0.23 -1.7688
N 1.02310 3.16630 2.05490 0.39 0.32 -0.27 -0.0044
C 2.08220 3.54930 2.82740 0.45 0.23 0.02 -1.2887
C 3.12390 3.81040 2.01490 0.01 0.02 0.61 -0.6220
N 2.71320 3.60180 0.71600 -0.54 -0.12 0.48 0.7265
C 1.42690 3.15250 0.77330 -0.39 -0.01 -0.20 -1.0395
S 0.43020 2.60810 -0.48520 -0.37 -0.28 -0.46 0.2314
C 3.60990 3.88640 -0.41440 0.39 0.06 -0.59 1.5569
C 2.85400 4.05890 -1.73110 0.07 -0.17 0.03 -2.0178
C 4.35050 5.20410 -0.13480 -0.11 -0.15 0.00 -1.8306
C 4.61920 2.73800 -0.52010 -0.19 0.16 0.01 -1.5424
C -2.46000 2.47360 1.15260 0.06 -0.60 0.14 -1.1193
S -2.43340 0.77130 1.25280 -0.08 0.06 0.20 0.2623
H -6.76770 3.26430 0.78440 -0.15 0.00 -0.04 0.4728
H -5.68150 4.58530 1.22720 0.00 0.07 0.02 0.3623
H -5.58550 3.03170 2.06740 0.03 -0.07 0.18 0.3359
H -5.95620 3.44330 -1.65130 -0.12 -0.05 -0.03 0.5095
H -4.23100 3.39740 -1.99110 0.08 -0.04 -0.10 0.3126
H -4.94230 4.78480 -1.16460 0.02 0.15 0.03 0.4150
H -5.96610 1.34390 -0.61350 -0.20 0.15 -0.07 0.6299
H -4.99300 0.95430 0.80310 -0.04 -0.08 0.00 0.5400
H -4.23750 1.05980 -0.77600 0.01 -0.08 -0.05 0.4475
H -3.53620 5.39310 0.31620 -0.12 0.18 -0.07 0.6284
H -1.18190 5.37570 1.67020 0.07 0.14 0.08 0.6902
H -0.45720 3.75590 3.55990 -0.02 0.20 0.12 -0.2158
H -2.14940 2.24440 4.53400 -0.22 0.15 0.11 0.7015
H -1.86040 -0.19020 5.71250 -0.06 -0.08 0.18 0.6081
H 1.07970 -2.33920 3.03390 0.14 -0.03 0.03 0.2593
H 1.66490 -3.18760 4.46600 -0.02 -0.13 0.18 0.6672
H 2.26050 -1.56090 4.09560 0.07 -0.04 -0.06 0.4376
H -1.14110 -2.95150 3.84500 0.01 -0.07 0.12 0.0549
H -1.80110 -2.29640 5.34360 -0.07 -0.01 0.08 0.4067
H -0.57420 -3.56080 5.40450 0.04 -0.10 0.06 0.5204
H 1.43020 -0.56650 6.33270 0.05 0.03 -0.01 0.3469
H 1.15010 -2.26910 6.72110 0.05 -0.09 0.04 0.4491
H -0.14020 -1.09400 6.95050 -0.05 0.04 0.07 0.4069
H 2.00170 3.62080 3.89110 0.01 0.00 0.24 0.6871
H 4.11620 4.11440 2.26520 0.18 0.11 0.03 0.5402
H 2.09820 4.83520 -1.64340 -0.09 0.05 -0.02 0.3602
H 2.35750 3.14300 -2.03220 0.05 0.09 -0.06 0.4713
H 3.55900 4.34490 -2.51050 0.13 0.06 0.05 0.6116
H 3.64460 5.99290 0.11480 -0.07 0.08 0.00 0.4016
H 4.89880 5.50250 -1.02570 0.02 -0.03 -0.05 0.4554
H 5.06790 5.10980 0.67390 0.09 0.02 0.11 0.4445
H 4.10050 1.78740 -0.61290 -0.01 -0.10 -0.05 0.1915
H 5.24320 2.69340 0.36890 0.08 -0.04 0.11 0.3960
H 5.25740 2.88140 -1.38780 0.09 0.00 -0.10 0.4592
I 1.80100 -1.77530 -7.87270 -0.14 0.05 0.37 0.0206
C 1.09880 -1.59090 -5.88590 0.17 -0.02 -0.57 -0.6783
C 0.15130 -2.48290 -5.41390 0.07 0.02 -0.05 -0.1286
C -0.26640 -2.35220 -4.11120 -0.40 -0.20 0.50 -0.4586
I -1.67510 -3.67220 -3.26210 0.24 -0.04 -0.44 -0.0115
C 0.20700 -1.35590 -3.23050 0.13 -0.35 -0.77 -0.4892
O -0.24170 -1.32310 -2.02270 -0.01 0.06 -0.31 1.2285
C 1.17160 -0.46210 -3.76100 -0.17 -0.09 0.32 0.4577
C 1.72880 0.62970 -2.88800 -0.19 0.02 -0.07 -1.0200
N 1.99870 0.14400 -1.52920 0.25 0.29 0.58 1.1063
C 3.07490 -0.83920 -1.49920 -0.04 -0.15 0.01 -0.8469
C 2.92460 -1.84030 -0.38050 0.24 0.10 -0.14 0.5133
C 4.05430 -2.38190 0.21790 -0.11 0.02 0.00 -1.2011
C 3.90410 -3.40670 1.13600 -0.22 0.00 -0.11 -0.6482
C 2.62880 -3.89180 1.37040 0.02 0.01 -0.06 -0.9295
C 1.55280 -3.27800 0.74520 0.21 -0.23 0.05 -0.6709
N 1.68690 -2.24120 -0.07880 -0.07 0.11 0.18 1.0955
C 1.60230 -0.59460 -5.07070 -0.02 -0.05 -0.06 -0.4266
H -0.24570 -3.26480 -6.03900 -0.03 -0.09 -0.09 0.4649
H 2.64360 1.02920 -3.35800 -0.17 0.02 0.06 0.3855
H 0.99970 1.44740 -2.80780 0.22 -0.10 0.04 0.2891
H 2.25150 0.94230 -0.94340 -0.18 -0.13 -0.20 -0.7882
H 3.02710 -1.41380 -2.43410 0.06 0.08 0.11 0.3895
H 4.07340 -0.37530 -1.45220 -0.18 -0.07 -0.05 0.2361
H 5.03430 -2.00390 -0.03840 0.01 0.05 -0.01 0.4865
H 4.76380 -3.82520 1.63820 0.05 -0.07 0.03 0.4156
H 2.45660 -4.71680 2.04270 -0.04 -0.09 0.06 0.5270
H 0.54630 -3.64090 0.90560 0.11 -0.01 0.11 0.8398
H 2.33800 0.09400 -5.46190 0.10 0.06 0.02 0.4871
F -5.22680 2.51070 -5.16040 0.03 0.13 0.21 -0.2552
C -4.49930 1.39660 -5.38000 -0.13 0.21 -0.24 0.6387
F -5.37310 0.42730 -5.66160 0.03 -0.30 0.13 -0.2926
F -3.79780 1.63110 -6.50030 0.25 -0.06 0.03 -0.2685
C -3.61710 1.08630 -4.19680 0.04 -0.01 0.04 0.2649
C -2.74110 2.06040 -3.73310 -0.16 -0.26 0.03 -1.7180
C -2.00050 1.78600 -2.59340 -0.04 0.22 -0.26 -0.6069
N -2.07820 0.63580 -1.93530 0.27 -0.16 0.03 2.1114
C -2.90190 -0.30130 -2.40240 -0.18 -0.12 -0.11 -0.4427
C -3.68880 -0.12790 -3.53340 0.06 0.20 0.02 -1.0655
H -2.64780 3.00860 -4.23770 0.01 0.13 -0.01 0.5478
H -1.33310 2.53290 -2.18450 0.02 0.06 -0.04 0.3119
H -2.94560 -1.22270 -1.83830 0.00 0.07 -0.17 0.5500
H -4.32840 -0.92680 -3.87850 -0.05 0.01 0.04 0.6055
F -3.42560 -1.86860 3.25390 0.32 -0.04 -0.18 -0.1362
C -3.55200 -2.39430 2.02990 -0.26 0.04 0.13 0.5372
F -4.33940 -1.58850 1.32220 0.01 -0.03 -0.13 -0.1529
F -4.19220 -3.55780 2.16400 0.24 -0.11 -0.11 -0.2766
S -1.89670 -2.64970 1.14600 -1.29 -0.69 1.12 1.3798
O -1.60910 -4.03560 1.32840 -0.06 -0.29 -0.07 -0.7271
O -2.17260 -2.17510 -0.19140 0.28 0.22 -0.42 -0.3122
O -0.94570 -1.75140 1.79920 0.21 0.17 -0.19 -0.3531
```
Forces are in eV/Å.